(1)
C30H66ClN3NbO6P | ωB97M-V with the def2-TZVPD basis set

Last column: Löwdin charge in e.
Cartesian coordinates (Å):
C  3.96  -1.33  1.54  -0.183
C  5.48  -0.98  1.46  -0.539
P  5.88  0.55  0.44  0.660
C  4.82  0.39  -1.09  -0.412
Nb  5.27  2.68  1.76  1.435
Cl  5.31  1.42  3.94  -0.110
C  5.26  3.76  -0.21  -0.343
C  4.68  5.20  -0.15  -0.321
C  3.14  5.18  -0.16  -0.235
C  2.53  6.57  0.15  -0.220
C  1.13  6.76  -0.45  -0.221
C  0.07  5.73  0.03  -0.201
C  0.24  5.26  1.49  -0.160
C  -0.81  4.17  1.79  -0.161
O  -2.13  4.53  1.29  -0.037
C  -2.94  3.44  1.22  -0.553
C  -3.60  3.13  -0.12  0.013
O  -3.14  2.77  2.17  0.116
C  7.52  3.00  2.08  -0.384
C  8.04  4.40  1.59  -0.475
C  8.70  5.10  2.83  -0.120
C  9.24  4.13  0.60  -0.112
O  4.71  4.42  2.79  -0.381
N  5.48  4.72  3.85  -0.184
O  5.11  5.76  4.32  -0.059
C  3.10  2.03  1.53  -0.864
O  2.53  1.62  2.55  -0.172
O  2.46  2.11  0.44  -0.174
H  3.81  -2.36  1.19  0.046
H  3.67  -1.33  2.60  0.055
H  3.31  -0.65  0.98  0.035
H  5.97  -1.81  0.92  0.028
H  5.93  -0.93  2.46  0.008
H  5.09  -0.58  -1.56  0.005
H  3.74  0.34  -0.88  0.000
H  5.05  1.17  -1.82  0.001
H  6.30  3.80  -0.60  0.034
H  4.67  3.20  -0.95  0.029
H  4.99  5.74  -1.07  0.094
H  5.05  5.81  0.69  0.081
H  2.75  4.72  -1.08  0.122
H  2.86  4.53  0.68  0.062
H  2.53  6.73  1.23  0.112
H  3.19  7.32  -0.33  0.102
H  1.12  6.77  -1.56  0.100
H  0.77  7.76  -0.14  0.095
H  -0.91  6.23  -0.02  0.097
H  -0.02  4.88  -0.66  0.116
H  1.20  4.77  1.70  0.106
H  0.14  6.09  2.21  0.119
H  -0.45  3.23  1.33  0.137
H  -0.84  3.97  2.87  0.127
H  -4.17  4.01  -0.43  0.083
H  -4.29  2.30  0.07  0.070
H  -2.88  2.81  -0.88  0.089
H  8.07  2.18  1.59  -0.011
H  7.72  2.89  3.16  0.006
H  7.27  5.04  1.14  0.089
H  9.34  5.92  2.45  0.053
H  9.37  4.38  3.32  0.072
H  7.96  5.50  3.53  0.050
H  8.88  3.94  -0.42  0.064
H  9.79  3.26  0.98  0.065
H  9.93  4.98  0.66  0.049
C  -3.05  -0.76  0.30  -0.070
C  -4.21  -1.37  -0.48  -0.272
N  -4.04  -1.27  -1.92  -0.195
C  -5.26  -1.57  -2.66  -0.255
C  -5.82  -3.00  -2.56  -0.094
C  -2.82  -1.85  -2.46  -0.242
C  -2.53  -3.32  -2.18  -0.084
H  -2.87  0.27  0.00  0.065
H  -3.29  -0.76  1.37  0.081
H  -2.13  -1.33  0.18  0.074
H  -5.12  -0.83  -0.20  0.115
H  -4.36  -2.41  -0.15  0.093
H  -5.10  -1.33  -3.72  0.109
H  -6.03  -0.88  -2.32  0.107
H  -5.22  -3.71  -3.14  0.050
H  -6.83  -3.02  -2.98  0.070
H  -5.89  -3.34  -1.53  0.047
H  -1.98  -1.26  -2.08  0.109
H  -2.80  -1.68  -3.54  0.113
H  -2.70  -3.59  -1.13  0.065
H  -1.49  -3.54  -2.41  0.075
H  -3.14  -3.98  -2.80  0.048
C  -5.61  -10.45  -0.94  -0.095
C  -5.58  -8.98  -0.53  -0.276
N  -5.85  -8.08  -1.63  -0.197
C  -5.54  -6.69  -1.32  -0.243
C  -6.34  -6.00  -0.22  -0.083
C  -7.10  -8.29  -2.34  -0.250
C  -8.40  -8.25  -1.54  -0.087
H  -4.94  -10.63  -1.78  0.079
H  -5.28  -11.07  -0.11  0.070
H  -6.61  -10.78  -1.22  0.061
H  -4.58  -8.77  -0.15  0.120
H  -6.28  -8.84  0.31  0.100
H  -5.61  -6.09  -2.24  0.101
H  -4.48  -6.64  -1.04  0.114
H  -7.35  -5.76  -0.55  0.057
H  -5.87  -5.06  0.05  0.059
H  -6.41  -6.61  0.69  0.067
H  -7.04  -9.26  -2.84  0.099
H  -7.17  -7.57  -3.16  0.114
H  -8.34  -8.83  -0.62  0.065
H  -9.21  -8.68  -2.13  0.069
H  -8.70  -7.24  -1.29  0.053

Total energy, Ha: -2656.7341
Charge: -2


(2)
C5H11N2O | ωB97M-V with the def2-TZVPD basis set

Last column: Löwdin charge in e.
Cartesian coordinates (Å):
C  0.86  -1.66  0.92  0.038
C  0.80  -0.33  0.15  -0.188
C  1.79  -0.13  -0.92  -0.015
N  -0.26  0.44  0.13  -0.029
C  -0.30  1.63  -0.71  0.008
C  -1.32  0.20  1.03  -0.049
N  -2.50  -0.02  0.50  -0.102
O  -2.86  0.23  -0.65  0.013
H  1.85  -1.97  1.18  0.091
H  0.58  -2.56  0.43  0.107
H  0.36  -1.49  1.83  0.068
H  2.74  -0.75  -0.99  0.122
H  2.03  1.01  -1.19  0.135
H  1.35  -0.39  -1.93  0.141
H  -0.61  1.52  -1.75  0.126
H  -0.94  2.39  -0.41  0.094
H  0.67  2.03  -0.87  0.071
H  -1.06  0.28  2.08  0.162
H  -3.19  -0.42  1.17  0.206

SMILES: CC(C)=[N+](C)/C=[NH+]\[O-]
Total energy, Ha: -381.4795
Charge: +1


(3)
C23H29N3O5 | ωB97M-V with the def2-TZVPD basis set

Last column: Löwdin charge in e.
Cartesian coordinates (Å):
C  -5.96  -3.09  0.52  -0.113
C  -4.76  -2.19  0.26  -0.253
C  -5.16  -0.91  -0.47  -0.197
N  -4.03  -0.05  -0.73  0.061
C  -3.80  1.08  -0.02  -0.461
O  -4.57  1.51  0.82  0.072
C  -2.50  1.74  -0.36  -0.143
C  -1.99  1.77  -1.65  -0.031
C  -0.74  2.30  -1.89  -0.043
C  0.03  2.79  -0.84  -0.205
C  1.48  3.15  -1.08  -0.118
N  2.26  1.92  -1.18  0.079
C  2.57  1.27  -0.03  -0.105
C  2.98  -0.03  0.29  -0.086
N  3.40  -1.11  -0.38  -0.062
C  3.53  -1.17  -1.82  -0.108
C  2.31  -1.86  -2.46  -0.108
C  1.49  -2.56  -1.37  -0.203
C  0.64  -1.52  -0.64  -0.462
O  0.29  -0.48  -1.15  0.110
O  0.28  -1.92  0.56  0.024
C  -0.55  -1.04  1.34  -0.188
C  -0.39  -1.39  2.81  -0.040
C  2.40  -3.35  -0.43  -0.104
C  3.40  -2.41  0.27  -0.105
C  2.83  0.22  1.73  -0.266
O  2.79  -0.48  2.71  0.076
C  2.54  1.67  1.38  -0.285
O  2.39  2.71  1.98  0.082
C  -0.50  2.81  0.44  -0.016
C  -1.76  2.29  0.68  -0.008
H  -5.66  -3.99  1.04  0.069
H  -6.69  -2.57  1.13  0.075
H  -6.43  -3.37  -0.42  0.071
H  -4.29  -1.92  1.21  0.107
H  -4.02  -2.73  -0.34  0.105
H  -5.86  -0.33  0.14  0.123
H  -5.65  -1.16  -1.42  0.124
H  -3.30  -0.41  -1.33  0.131
H  -2.58  1.40  -2.48  0.115
H  -0.35  2.31  -2.90  0.116
H  1.87  3.74  -0.25  0.124
H  1.60  3.69  -2.02  0.125
H  1.97  1.32  -1.94  0.124
H  4.44  -1.75  -2.03  0.130
H  3.68  -0.17  -2.21  0.122
H  1.67  -1.14  -2.96  0.107
H  2.64  -2.59  -3.20  0.117
H  0.78  -3.25  -1.84  0.159
H  -1.59  -1.17  1.01  0.119
H  -0.25  -0.01  1.14  0.109
H  -0.66  -2.43  2.98  0.079
H  -1.03  -0.75  3.40  0.084
H  0.65  -1.24  3.12  0.058
H  1.80  -3.87  0.32  0.116
H  2.93  -4.10  -1.02  0.118
H  4.41  -2.82  0.21  0.129
H  3.15  -2.26  1.32  0.119
H  0.09  3.20  1.26  0.109
H  -2.18  2.29  1.68  0.125

SMILES: CCCNC(=O)c1ccc(CNc2c(N3CCC(C(=O)OCC)CC3)c(=O)c2=O)cc1
Total energy, Ha: -1434.3283


(4)
C3H8NO5 | ωB97M-V with the def2-TZVPD basis set

Last column: Mulliken spin population.
Cartesian coordinates (Å):
N  -3.79  -2.54  -2.44  0.004
O  -4.46  -2.23  -3.38  0.000
O  -4.18  -3.82  -1.81  0.000
O  -2.84  -2.01  -1.89  0.006
H  -3.51  -3.81  -1.11  0.000
C  0.34  -1.03  0.48  0.808
O  1.21  -0.12  0.16  0.152
C  1.68  0.92  1.07  0.000
O  1.58  2.13  0.38  0.003
C  2.37  3.20  0.93  0.002
H  -0.13  -1.00  1.47  0.007
H  0.15  -1.75  -0.31  0.018
H  1.07  0.92  1.98  0.005
H  2.73  0.66  1.25  -0.006
H  2.17  4.09  0.32  0.001
H  2.15  3.40  1.99  0.000
H  3.45  2.96  0.91  0.000

Total energy, Ha: -549.8074
Multiplicity: 2